[1]
C14H26Cl9IO3P | ωB97M-V with the def2-TZVPD basis set

Values from the calculation:
LUMO   2.3 eV
Max |F|   1.43 eV Å⁻¹
Energy   -151174.9005 eV
HOMO-LUMO gap   5.30 eV

```
! wB97M-V def2-TZVPD RIJCOSX def2/J DEFGRID3
* xyz -1 1
C 1.358 0.030 2.524
C 1.848 -1.034 1.542
O 1.032 -2.224 1.526
C -0.211 -2.044 1.010
O -1.094 -1.578 1.668
C -0.419 -2.547 -0.390
C -0.186 -1.491 -1.507
C -0.687 -0.059 -1.237
C 0.453 0.996 -1.080
C 1.443 0.913 -2.278
C 2.431 2.074 -2.421
C 3.604 1.736 -3.348
I 3.027 1.696 -5.434
P -0.163 2.632 -0.952
O -1.819 2.481 -0.820
Cl 0.148 3.173 1.157
H 0.461 -0.293 3.051
H 2.121 0.252 3.278
H 1.115 0.950 1.984
H 1.944 -0.604 0.539
H 2.842 -1.382 1.838
H 0.280 -3.372 -0.557
H -1.441 -2.929 -0.440
H -0.714 -1.884 -2.386
H 0.873 -1.503 -1.768
H -1.334 -0.042 -0.356
H -1.332 0.225 -2.086
H 0.905 0.759 -3.231
H 2.061 0.009 -2.134
H 1.921 2.939 -2.855
H 2.847 2.335 -1.443
H 4.385 2.494 -3.320
H 4.001 0.742 -3.143
H -2.057 1.998 -0.017
C -1.096 -0.005 4.760
Cl 0.125 0.109 6.048
Cl -1.105 1.452 3.779
H -0.844 -0.845 4.121
H -2.067 -0.146 5.222
C -5.017 -3.271 0.617
Cl -6.547 -3.254 1.512
Cl -5.246 -2.932 -1.102
H -4.364 -2.513 1.033
H -4.577 -4.256 0.717
C 2.931 2.903 5.008
Cl 4.122 1.982 5.956
Cl 3.415 3.101 3.326
H 1.988 2.368 5.028
H 2.831 3.881 5.462
C -2.885 -0.863 -5.805
Cl -3.906 -0.614 -4.383
Cl -1.220 -0.341 -5.544
H -2.881 -1.920 -6.043
H -3.300 -0.288 -6.625
*
```



[2]
C36H37AsCuS | ωB97M-V with the def2-TZVPD basis set

Values from the calculation:
LUMO (alpha / beta)   0.7 / -1.1 eV
⟨S²⟩   0.757
Max |F|   0.86 eV Å⁻¹
Energy   -154245.7756 eV
HOMO-LUMO gap (alpha / beta)   8.17 / 6.50 eV

```
! wB97M-V def2-TZVPD RIJCOSX def2/J DEFGRID3
* xyz 0 2
Cu -0.478 0.355 1.077
C -1.579 2.998 -1.731
C -1.058 2.958 -0.313
C 0.327 2.949 -0.090
C 1.290 3.105 -1.241
C 0.832 2.838 1.212
C 2.319 2.752 1.444
C -0.049 2.808 2.304
C 0.487 2.883 3.712
C -1.431 2.766 2.077
C -2.376 2.545 3.233
C -1.938 2.898 0.777
C -3.432 3.010 0.595
H -1.571 4.014 -2.134
H -2.596 2.620 -1.796
H -0.964 2.374 -2.378
H 1.681 2.135 -1.566
H 2.139 3.721 -0.946
H 0.819 3.586 -2.094
H 2.764 3.746 1.546
H 2.809 2.242 0.616
H 2.531 2.188 2.350
H 0.734 1.893 4.102
H -0.244 3.337 4.378
H 1.388 3.493 3.745
H -2.701 3.488 3.682
H -1.897 1.945 4.005
H -3.260 2.002 2.904
H -3.912 2.029 0.634
H -3.690 3.479 -0.351
H -3.858 3.624 1.388
S 0.607 -0.439 2.811
C 1.184 -1.944 2.106
C 1.315 -3.051 2.951
C 1.826 -4.247 2.482
C 2.224 -4.360 1.156
C 2.090 -3.273 0.310
C 1.566 -2.063 0.760
As 1.293 -0.582 -0.480
C 2.916 -0.847 -1.562
C 4.121 -0.523 -0.940
C 5.329 -0.733 -1.583
C 5.343 -1.259 -2.868
C 4.149 -1.565 -3.502
C 2.938 -1.359 -2.853
C -0.016 -1.384 -1.686
C -0.597 -2.631 -1.486
C -1.519 -3.132 -2.392
C -1.868 -2.393 -3.513
C -1.302 -1.144 -3.719
C -0.391 -0.640 -2.804
H 1.007 -2.947 3.984
H 1.913 -5.094 3.151
H 2.631 -5.291 0.783
H 2.389 -3.368 -0.728
H 4.101 -0.117 0.067
H 6.258 -0.493 -1.084
H 6.285 -1.431 -3.374
H 4.157 -1.975 -4.504
H 2.013 -1.615 -3.354
H -0.339 -3.211 -0.611
H -1.971 -4.099 -2.215
H -2.584 -2.789 -4.222
H -1.573 -0.562 -4.592
H 0.046 0.343 -2.957
C -4.485 -2.105 0.246
C -4.134 -1.010 -0.530
C -2.977 -0.299 -0.241
C -2.156 -0.659 0.827
C -2.520 -1.760 1.596
C -3.674 -2.480 1.307
H -5.384 -2.667 0.022
H -4.755 -0.713 -1.367
H -2.702 0.536 -0.879
H -1.897 -2.069 2.428
H -3.940 -3.335 1.918
*
```